Record 1
Molecular formula: C3H4O3
Method: DFT, ωB97M-V/def2-TZVPD

```
10
Properties=species:S:1:pos:R:3:forces:R:3
O 1.24045 0.42742 1.71618 0.0 -0.3 -0.5
C 1.11797 -0.30202 0.76254 0.1 0.3 0.4
C 0.20082 -0.00261 -0.41770 0.1 0.1 0.0
O -0.15969 -1.17135 -1.09923 -0.1 -0.1 0.1
C -0.98629 0.86643 -0.00930 -0.4 0.0 -0.2
O -2.02359 0.85925 -0.62377 0.4 -0.1 0.4
H 1.68748 -1.24816 0.65867 -0.1 0.1 0.1
H 0.79737 0.60378 -1.11867 0.0 0.0 0.1
H -0.97422 -1.51242 -0.70566 0.0 0.0 -0.2
H -0.83665 1.48536 0.89343 0.0 0.0 -0.2
```
Forces are in eV/Å.

HOMO: -10.05 eV
ΔE to the lowest compared entry with this formula, charge and spin: 167.4 kJ/mol
LUMO: 0.266 eV



Record 2
Molecular formula: C3H2N2O2
Method: DFT, ωB97M-V/def2-TZVPD

```
9
Properties=species:S:1:pos:R:3:forces:R:3
C 3.49018 0.41832 -0.03438 1.4 -0.2 0.0
C -0.62291 -1.80225 -0.14660 0.8 0.3 -1.3
C -0.34221 -0.40588 -0.56025 1.9 -0.4 -0.6
N 2.33143 0.68603 0.11159 -2.4 -0.1 -1.4
N -1.51870 -0.78880 -0.02054 -3.6 1.4 1.3
O 4.65232 0.22414 -0.02285 -1.0 0.1 -0.1
O -0.48676 -2.95950 -0.12825 0.1 -0.6 0.6
H 1.46060 0.53183 -0.52587 2.3 0.2 1.7
H -2.42762 -0.42309 0.28279 0.5 -0.8 0.0
```
Forces are in eV/Å.

<S²>: 2.01
spin multiplicity: 3
HOMO (spin up / spin down): -7.78 / -10.64 eV
ΔE to the lowest compared entry with this formula, charge and spin: 248.5 kJ/mol
LUMO (spin up / spin down): 0.558 / -2.962 eV



Record 3
Molecular formula: C43H35Cl2IN9O2Pb
Method: DFT, ωB97M-V/def2-TZVPD

```
93
Properties=species:S:1:pos:R:3:forces:R:3
Pb -0.01551 -0.96656 -0.86581 -0.3 0.1 0.0
C 3.10859 2.45163 1.11618 0.0 0.0 0.0
C 2.57140 1.26304 0.64262 0.1 0.0 0.0
N 1.34114 0.88175 0.94868 0.2 0.2 0.3
C 0.62377 1.68968 1.72535 -0.1 0.1 0.1
C 1.17447 2.87911 2.20414 0.0 0.0 0.0
N 2.40849 3.26082 1.90272 0.0 0.0 0.0
C -0.76626 1.25435 2.05590 0.1 0.3 0.1
C -1.67270 2.10981 2.67367 0.0 0.0 0.0
C -2.95310 1.65229 2.96385 0.0 0.1 0.0
C -3.26602 0.34363 2.62301 -0.1 0.0 0.0
C -2.30724 -0.43366 1.98617 -0.3 -0.1 0.0
N -1.08879 0.01297 1.71428 0.2 0.0 0.0
C -2.57048 -1.84405 1.59196 -0.1 0.0 0.1
C -3.73881 -2.52539 1.92905 -0.1 0.0 0.1
N -3.89853 -3.82113 1.70079 0.1 0.0 0.0
C -2.89358 -4.44854 1.10153 -0.1 0.1 0.0
C -1.76504 -3.75921 0.68660 0.0 0.0 -0.1
N -1.60141 -2.46601 0.92966 0.1 -0.3 0.0
C -3.95758 2.53763 3.60273 0.1 0.0 -0.1
C -5.28660 2.51969 3.19860 0.0 0.0 0.0
C -6.18662 3.37338 3.81815 0.0 0.0 0.0
N -5.85134 4.21590 4.79188 0.0 0.0 0.0
C -4.57711 4.22764 5.17489 -0.1 0.0 0.0
C -3.60011 3.41883 4.61487 0.0 0.0 0.0
H 4.11823 2.75519 0.86723 0.0 0.0 0.0
H 3.14777 0.59580 0.01118 0.0 0.0 0.0
H 0.62273 3.54621 2.85406 0.0 0.0 0.0
H -1.41405 3.13401 2.90010 0.0 0.0 0.0
H -4.24645 -0.04562 2.86572 0.1 0.0 -0.1
H -4.57674 -2.02540 2.40075 0.1 0.0 0.0
H -2.99710 -5.51301 0.93281 0.0 0.0 0.0
H -0.97910 -4.25829 0.13019 0.0 0.0 0.0
H -5.61624 1.87241 2.39589 0.0 0.0 0.0
H -7.22701 3.38374 3.51445 0.0 0.0 0.0
H -4.32397 4.91757 5.97153 0.0 0.0 0.0
H -2.58354 3.46119 4.98485 0.0 0.0 0.0
C 2.19628 -4.48039 1.75441 -0.1 0.0 0.1
O 2.47201 -4.67873 0.33660 0.1 0.0 0.1
C 1.92877 -3.62627 -0.27483 0.0 0.1 -0.2
N 1.37876 -2.72216 0.42838 0.2 0.0 0.0
C 1.67772 -3.02622 1.84532 -0.2 -0.2 -0.2
C 2.68125 -2.05359 2.41415 -0.1 0.1 0.0
C 3.93876 -1.89930 1.83791 0.0 0.0 0.0
C 4.86478 -1.03378 2.39945 0.0 0.0 0.0
C 4.53719 -0.30701 3.53935 0.0 0.0 -0.1
C 3.28007 -0.44578 4.10770 0.0 0.0 0.0
C 2.35709 -1.31753 3.54500 0.0 0.1 0.0
C 2.12209 -3.49596 -1.74056 -0.1 0.0 0.0
C 2.71741 -4.46828 -2.52448 0.0 -0.1 0.0
C 2.98790 -4.15628 -3.85018 0.0 0.0 0.0
C 2.70815 -2.88531 -4.32352 0.0 0.0 -0.1
C 2.11055 -1.97724 -3.45852 0.0 0.0 0.0
N 1.79510 -2.29488 -2.20995 0.3 0.0 0.0
C 1.98060 -0.52978 -3.77397 0.1 -0.2 0.0
N 1.35892 0.30982 -3.05965 0.1 0.0 0.0
C 1.82059 1.65117 -3.49255 -0.1 0.0 -0.1
C 2.70898 1.35075 -4.71815 0.0 0.0 0.0
O 2.75665 -0.09921 -4.78221 0.0 0.1 0.1
C 0.71288 2.66088 -3.68889 0.0 0.0 0.0
C 0.07403 2.86012 -4.90592 -0.1 -0.1 0.0
C -0.91393 3.82570 -5.03353 -0.1 0.0 0.0
C -1.28059 4.59849 -3.94031 0.0 0.0 0.0
C -0.65981 4.39520 -2.71521 0.0 0.0 0.0
C 0.33444 3.43657 -2.59737 0.0 0.0 0.0
H 1.45297 -5.22134 2.04370 0.0 0.0 0.0
H 3.11714 -4.64140 2.30708 0.0 0.0 0.0
H 0.76033 -2.96093 2.42895 0.0 -0.1 0.0
H 4.20569 -2.45517 0.94410 0.0 0.0 0.0
H 5.84549 -0.93104 1.95292 0.0 0.0 0.0
H 5.26409 0.35950 3.98473 0.0 0.0 0.0
H 3.01845 0.12135 4.99179 0.0 0.0 0.0
H 1.37321 -1.42299 3.98870 0.0 0.0 0.0
H 2.97165 -5.43026 -2.10237 0.0 0.0 0.0
H 3.45233 -4.88845 -4.49655 0.0 0.0 0.0
H 2.96452 -2.58593 -5.32944 0.0 0.0 0.0
H 2.43788 2.03013 -2.67455 0.0 0.0 0.0
H 2.31352 1.72441 -5.65811 0.0 0.0 0.0
H 3.72841 1.70649 -4.59448 0.0 0.0 0.0
H 0.32326 2.25345 -5.76799 0.0 0.0 0.0
H -1.40121 3.96938 -5.98895 0.0 0.0 0.0
H -2.03759 5.36468 -4.04737 0.0 0.0 0.0
H -0.94388 4.98699 -1.85467 0.0 0.0 0.0
H 0.82465 3.28476 -1.64086 0.0 0.0 0.0
I -3.27869 -2.44772 -2.21228 -0.1 -0.2 0.2
C -1.13599 -2.47545 -2.33712 -0.1 -0.2 0.0
H -0.91342 -2.21378 -3.37257 0.0 0.0 0.0
H -0.86477 -3.52246 -2.18846 0.0 0.0 -0.1
Cl -2.29011 1.28991 -1.32068 -0.1 0.2 0.0
C -3.18663 1.30840 -2.86336 0.0 -0.1 0.0
Cl -2.40557 0.33662 -4.10567 0.2 0.3 -0.2
H -3.23585 2.33760 -3.19803 0.0 0.0 0.0
H -4.16208 0.88093 -2.66720 0.0 0.0 0.0
```
Forces are in eV/Å.

HOMO: -9.59 eV
ΔE to the lowest compared entry with this formula, charge and spin: 21.1 kJ/mol
charge: +1
LUMO: -2.917 eV



Record 4
Molecular formula: C7H10LiN4S
Method: DFT, ωB97M-V/def2-TZVPD

```
23
Properties=species:S:1:pos:R:3:forces:R:3
Li 0.00470 1.91871 0.03617 0.3 -0.2 0.1
N -1.77637 0.64873 0.17726 0.0 0.3 0.3
N -3.04955 1.24906 0.23360 -0.1 0.0 -0.9
C -3.13473 2.54582 -0.17864 0.0 -0.1 0.5
N -4.43940 2.91401 -0.48303 0.2 0.3 0.2
S -1.87085 3.61454 -0.27615 -0.2 -0.1 -0.2
H -1.48428 0.38307 -0.76257 0.0 0.0 0.0
H -1.73021 -0.16688 0.77099 0.2 0.1 0.2
H -3.81860 0.69731 -0.13261 0.0 -0.1 0.1
H -5.10553 2.63863 0.22781 -0.1 -0.2 -0.1
H -4.48214 3.90976 -0.64689 -0.1 0.0 0.0
N 1.28133 0.75602 -0.06299 -0.3 -0.3 -0.1
C 1.89018 -0.39698 0.00563 -0.2 0.6 -0.1
C 3.33335 -0.54560 0.12230 0.2 -0.2 0.1
C 3.96056 -1.76835 0.19916 0.0 0.1 0.0
C 3.24885 -2.97559 0.17090 0.1 -0.2 0.0
C 1.85793 -2.89349 0.05511 0.0 0.0 0.0
C 1.20401 -1.68367 -0.02871 0.1 -0.2 0.0
H 3.91861 0.36802 0.15067 0.0 0.0 0.0
H 5.04626 -1.80226 0.28373 0.0 0.0 0.0
H 3.75166 -3.93448 0.23417 0.0 0.0 0.0
H 1.27488 -3.81404 0.02870 0.0 0.0 0.0
H 0.11935 -1.66235 -0.12461 0.0 0.0 0.0
```
Forces are in eV/Å.

HOMO: -0.89 eV
charge: -1
LUMO: 2.129 eV



Record 5
Molecular formula: C18H25NO4
Method: DFT, ωB97M-V/def2-TZVPD

```
48
Properties=species:S:1:pos:R:3:forces:R:3
C -4.41304 1.37150 0.06941 0.2 -0.5 0.3
C -3.58415 1.51427 -0.77815 -0.4 0.1 -0.2
C -2.55890 1.65459 -1.78645 0.2 -0.3 0.2
C -1.29198 0.89514 -1.36465 0.9 0.5 -0.3
C -1.24083 -0.59084 -1.67632 -0.8 0.5 0.7
O -2.06550 -1.38934 -1.34748 0.1 -0.3 -0.3
O -0.10536 -0.90909 -2.31744 0.7 -0.3 0.2
C 0.62248 0.27399 -2.67809 -0.7 0.7 -1.6
C -0.01533 1.48690 -1.97921 0.3 0.0 -0.1
C 0.82905 2.27789 -0.97402 -0.1 -1.0 0.1
C 1.78194 1.40306 -0.13773 0.3 1.3 0.2
C 2.03121 2.02892 1.25997 -0.2 -0.6 0.2
N 1.41128 1.27873 2.36243 0.3 0.3 -0.5
C 2.30564 0.30153 2.98169 -0.4 0.1 0.6
C 1.70020 -1.05057 3.29019 0.4 0.2 -0.4
C 2.52729 -2.16165 3.18103 -0.4 -0.1 0.1
C 2.04602 -3.41565 3.48906 0.4 -0.6 0.0
C 0.74602 -3.60148 3.90715 -0.3 0.1 0.1
C -0.09438 -2.51065 4.01572 0.2 -0.1 -0.1
C 0.39273 -1.25367 3.71229 -0.5 0.6 0.1
O -0.49269 -0.17471 3.82944 0.2 -0.5 0.1
H -4.98171 0.99589 0.87768 -0.4 0.2 0.2
H -2.92187 1.30235 -2.74786 0.0 0.0 -0.2
H -2.29555 2.70322 -1.87762 0.0 0.2 -0.1
H -1.19929 0.98527 -0.28443 -0.1 -0.2 0.2
H 1.70001 0.16948 -2.69335 0.1 -0.4 0.9
H 0.37616 0.41232 -3.73159 0.2 0.0 -0.2
H -0.24072 2.16761 -2.79764 -0.4 0.1 0.1
H 0.13596 2.75656 -0.28654 -0.1 0.4 0.0
H 1.38442 3.04340 -1.50513 0.1 0.2 0.1
H 1.41066 0.38847 -0.03298 0.0 -0.2 0.0
H 2.74400 1.40548 -0.64017 0.1 -0.5 -0.3
H 1.66684 3.05276 1.27704 -0.1 0.2 -0.1
H 3.09918 2.09156 1.44406 0.2 0.0 0.1
H 0.58640 0.82313 2.00108 -0.2 -0.1 0.2
H 3.20941 0.13598 2.39802 0.1 -0.1 -0.2
H 2.64677 0.72215 3.93361 0.1 0.1 0.1
H 3.54674 -2.04911 2.85390 0.2 0.1 -0.1
H 2.69241 -4.27761 3.41805 0.1 0.0 -0.1
H 0.38353 -4.58494 4.15734 0.0 -0.2 0.0
H -1.11427 -2.62065 4.33815 -0.2 0.1 0.1
H -0.20891 0.33989 4.59204 0.0 0.3 -0.1
C -2.51368 -1.31718 -5.44780 0.2 0.0 0.1
O -1.16309 -0.86421 -5.40171 -0.1 0.1 0.0
H -2.84241 -1.26905 -6.48260 0.0 0.0 0.0
H -2.59122 -2.34850 -5.09651 -0.1 0.0 0.0
H -3.16339 -0.68170 -4.83937 -0.1 0.0 0.0
H -0.87808 -0.91147 -4.48452 0.0 -0.2 0.0
```
Forces are in eV/Å.

HOMO: -8.80 eV
ΔE to the lowest compared entry with this formula, charge and spin: 494.6 kJ/mol
LUMO: 0.697 eV



Record 6
Molecular formula: C3H6O3S
Method: DFT, ωB97M-V/def2-TZVPD

```
13
Properties=species:S:1:pos:R:3:forces:R:3
C -0.11164 0.04440 -0.45467 -0.3 -0.7 1.1
C -0.09774 0.89685 0.85202 0.3 1.7 -2.2
C 0.95216 -1.03148 -0.41984 -0.9 1.9 3.3
O 2.63146 1.13281 -0.64124 -0.2 0.2 -0.4
O 0.75424 0.36208 1.73440 2.4 -1.1 0.1
O 0.75625 -2.07609 0.44883 0.4 -1.3 -1.3
S 2.46863 -0.08914 0.11635 -1.5 -0.2 2.6
H -1.09298 -0.30929 -0.70961 -0.3 -0.5 -0.2
H 0.25537 0.65320 -1.19918 0.2 1.7 -2.1
H 0.20778 1.95295 0.56311 0.1 -0.8 0.1
H -1.11170 1.11645 1.17426 -0.4 -0.7 0.7
H 1.25092 -1.43161 -1.29371 0.5 -1.2 -3.5
H 0.80362 -1.76568 1.32974 -0.3 0.9 1.8
```
Forces are in eV/Å.

HOMO (spin up / spin down): -9.40 / -9.60 eV
ΔE to the lowest compared entry with this formula, charge and spin: 247.8 kJ/mol
LUMO (spin up / spin down): -1.841 / -1.737 eV



Number 1: strongest force on any atom 0.011 Eh/bohr. Number 2: strongest force on any atom 0.079 Eh/bohr. Number 3: strongest force on any atom 0.008 Eh/bohr. Number 4: strongest force on any atom 0.018 Eh/bohr. Number 5: strongest force on any atom 0.036 Eh/bohr. Number 6: strongest force on any atom 0.077 Eh/bohr.